Entry from the OMol25 dataset: a 2-piece molecular cluster, C4H9NO overall (wB97M-V/def2-TZVPD).

Atoms and positions in Å:
C: 1.3179 0.3023 -1.2552
C: -0.0241 -0.3487 -1.2990
N: -0.4632 -1.0984 -0.3683
C: -1.7080 -1.7153 -0.5913
O: -2.0324 -2.2506 -1.6247
H: 1.8943 -0.0214 -2.1302
H: 1.8620 0.0450 -0.3440
H: 1.2189 1.3919 -1.3284
H: -0.6346 -0.1626 -2.1925
H: -2.3559 -1.7071 0.3015
C: 0.1857 1.1117 2.1656
H: 0.5383 1.9446 1.5497
H: 0.9110 0.9132 2.9580
H: -0.7765 1.3771 2.6111
H: 0.0666 0.2184 1.5475

Computed properties:
Energy above the lowest of the compared OMol25 structures with the same formula, charge and spin: 35.31 kcal per mole
Largest force on an atom: 0.5 eV/A
SMILES string: C/C=N/C=O.C
Charge: 0
E_LUMO: 0.0190 Eh
HOMO-LUMO gap: 10.587 eV
E: -287.776180 Ha

Listed below, in e, are the natural (NBO) charges computed for each atom:
1. C -0.680
2. C 0.211
3. N -0.509
4. C 0.528
5. O -0.541
6. H 0.238
7. H 0.236
8. H 0.234
9. H 0.170
10. H 0.120
11. C -0.865
12. H 0.204
13. H 0.213
14. H 0.212
15. H 0.231

Entry from the OMol25 dataset: C38H38BrF7InN5O13P as an isolated structure in a non-equilibrium geometry (wB97M-V/def2-TZVPD).

Atoms and positions in Å:
C: 0.3041 -0.1361 2.1072
C: -0.9509 -0.0213 1.0348
C: -0.5302 -0.7587 -0.3674
C: -1.4487 -0.1356 -1.6031
In: -0.8236 -3.0410 -0.1661
Br: -0.7615 -3.8672 2.3240
C: -2.8712 -3.4835 -1.0301
P: -4.2519 -3.7584 0.2646
O: -5.5776 -3.0797 -0.3520
O: -4.5209 -5.4592 0.5444
O: -3.9757 -2.9820 1.8046
C: 0.8486 -3.9430 -1.4804
F: 0.3834 -5.2595 -1.9741
F: 0.9235 -3.0185 -2.6666
C: 2.2215 -3.9805 -0.5846
F: 2.0981 -3.2452 0.7298
F: 2.4447 -5.4250 -0.2118
C: 3.5486 -3.3567 -1.3212
F: 3.9430 -4.1535 -2.5403
F: 4.6599 -3.4336 -0.3000
F: 3.4281 -1.8831 -1.6292
H: -0.1988 -0.0632 3.1860
H: 1.0090 0.8215 2.0267
H: 0.9324 -1.1340 1.9714
H: -1.1751 1.1159 0.7588
H: -1.8998 -0.5858 1.4484
H: 0.6010 -0.5656 -0.6936
H: -1.0131 0.9558 -1.7898
H: -2.5845 -0.0993 -1.2472
H: -1.3343 -0.7825 -2.5954
H: -3.1893 -2.5487 -1.6723
H: -2.8376 -4.4379 -1.7366
H: -4.0831 -5.7663 1.4103
H: -4.2548 -3.6583 2.5152
C: -3.4880 -0.5639 7.8462
C: -2.1437 -0.9137 7.9827
C: -1.1804 -0.3247 7.1613
C: -1.5757 0.6211 6.2054
C: -2.9256 0.9684 6.0610
C: -3.8801 0.3705 6.8862
N: -0.5648 1.2626 5.3563
O: 0.6165 0.9146 5.5014
O: -0.9496 2.1181 4.5462
H: -4.2347 -1.0217 8.4927
H: -1.8460 -1.6440 8.7322
H: -0.1369 -0.6080 7.2802
H: -3.2469 1.6973 5.3199
H: -4.9301 0.6357 6.7839
C: 3.3437 0.6494 -6.0953
C: 2.9279 0.5196 -4.7693
C: 1.7448 1.1270 -4.3441
C: 0.9799 1.8615 -5.2607
C: 1.3989 1.9998 -6.5907
C: 2.5853 1.3903 -7.0034
N: -0.2778 2.4810 -4.8262
O: -0.6047 2.3518 -3.6370
O: -0.9427 3.0939 -5.6738
H: 4.2640 0.1693 -6.4235
H: 3.5251 -0.0582 -4.0671
H: 1.4345 1.0163 -3.3074
H: 0.8175 2.5712 -7.3113
H: 2.9175 1.4893 -8.0345
C: -9.8302 -6.0361 2.6514
C: -8.7457 -5.5164 1.9428
C: -7.7552 -4.7936 2.6105
C: -7.8588 -4.6003 3.9949
C: -8.9503 -5.1143 4.7075
C: -9.9362 -5.8331 4.0284
N: -6.8077 -3.8631 4.7066
O: -5.8679 -3.4078 4.0380
O: -6.9181 -3.7420 5.9351
H: -10.5972 -6.6038 2.1273
H: -8.6709 -5.6776 0.8695
H: -6.9163 -4.3952 2.0440
H: -9.0458 -4.9675 5.7813
H: -10.7859 -6.2387 4.5731
C: 7.1621 6.1347 -5.2375
C: 6.2593 5.1829 -4.7611
C: 5.7041 4.2460 -5.6347
C: 6.0652 4.2686 -6.9889
C: 6.9654 5.2279 -7.4714
C: 7.5119 6.1615 -6.5886
N: 5.5046 3.2703 -7.9075
O: 4.6970 2.4502 -7.4461
O: 5.8738 3.3021 -9.0901
H: 7.5967 6.8597 -4.5514
H: 5.9905 5.1693 -3.7070
H: 5.0020 3.5106 -5.2478
H: 7.2506 5.2600 -8.5209
H: 8.2140 6.9083 -6.9529
C: 4.7621 5.5547 3.1358
C: 3.8593 4.6029 3.6123
C: 3.3041 3.6660 2.7386
C: 3.6652 3.6886 1.3844
C: 4.5654 4.6479 0.9019
C: 5.1119 5.5815 1.7847
N: 3.1046 2.6903 0.4659
O: 2.2970 1.8702 0.9272
O: 3.4738 2.7221 -0.7168
H: 5.1967 6.2797 3.8219
H: 3.5905 4.5893 4.6664
H: 2.6020 2.9306 3.1255
H: 4.8506 4.6800 -0.1476
H: 5.8140 6.3283 1.4204

Computed properties:
Largest force on an atom: 5.7 eV/A
Charge: -1
E_LUMO: 0.0115 Eh
HOMO-LUMO gap: 5.399 eV
E: -6526.756420 Ha

Atomic partial charges in e from the Löwdin method, atoms 1 to 99:
1. C -0.137
2. C -0.291
3. C -0.416
4. C -0.184
5. In 0.521
6. Br 0.003
7. C -0.345
8. P 0.626
9. O -0.446
10. O -0.255
11. O -0.291
12. C -0.246
13. F -0.077
14. F -0.093
15. C -0.148
16. F -0.049
17. F 0.000
18. C -0.113
19. F 0.024
20. F 0.001
21. F 0.017
22. H 0.057
23. H 0.051
24. H 0.064
25. H 0.113
26. H 0.097
27. H 0.083
28. H 0.059
29. H 0.087
30. H 0.076
31. H 0.034
32. H 0.045
33. H 0.089
34. H 0.049
35. C -0.076
36. C -0.071
37. C 0.001
38. C -0.138
39. C 0.005
40. C -0.066
41. N -0.335
42. O 0.049
43. O 0.055
44. H 0.105
45. H 0.105
46. H 0.118
47. H 0.120
48. H 0.107
49. C -0.086
50. C -0.052
51. C 0.013
52. C -0.141
53. C 0.002
54. C -0.103
55. N -0.319
56. O 0.049
57. O 0.048
58. H 0.109
59. H 0.105
60. H 0.119
61. H 0.115
62. H 0.102
63. C -0.078
64. C -0.052
65. C 0.021
66. C -0.136
67. C -0.010
68. C -0.080
69. N -0.313
70. O 0.061
71. O 0.057
72. H 0.104
73. H 0.116
74. H 0.105
75. H 0.114
76. H 0.103
77. C -0.075
78. C -0.061
79. C 0.015
80. C -0.132
81. C -0.003
82. C -0.072
83. N -0.286
84. O 0.018
85. O 0.070
86. H 0.106
87. H 0.108
88. H 0.123
89. H 0.117
90. H 0.106
91. C -0.083
92. C -0.065
93. C 0.016
94. C -0.133
95. C -0.006
96. C -0.078
97. N -0.306
98. O 0.054
99. O 0.057